17
Properties=species:S:1:pos:R:3 method="wB97M-V/def2-TZVPD" homo_energy_ev=-8.9 homo_lumo_gap_ev=9.54 e_above_lowest_kcal_mol=109.8
C -0.585 0.480 -1.858
C -0.785 0.046 -3.119
C 0.614 0.814 1.990
C -0.769 0.750 1.375
C -0.950 -0.107 0.351
C -0.038 -1.172 0.063
C 1.292 -0.927 0.505
H -1.155 0.141 -1.052
H 0.075 1.310 -1.583
H -1.549 -0.726 -3.305
H -0.224 0.368 -3.993
H 0.905 1.476 2.884
H -1.585 1.111 2.012
H -1.923 -0.223 0.112
H -0.148 -1.958 -0.643
H 2.152 -1.552 0.335
N 1.540 0.107 1.341